# 1
A cluster of 2 separate species, C4H12N2O in total in a non-equilibrium geometry. Source: OMol25; level of theory: wB97M-V/def2-TZVPD.

The geometry in XYZ format:
```
19
Properties=species:S:1:pos:R:3:forces:R:3:mulliken_charge:R:1
O 0.589756 -1.285380 -1.200207 -0.12 0.12 -0.19 -0.57
N -1.020559 0.388047 0.562717 -0.19 -0.03 0.08 -0.49
N -2.878769 -0.862882 -0.043836 0.20 -0.13 -0.50 -0.41
C 2.554594 -0.811058 0.127800 -0.58 0.01 0.07 -0.91
C -2.201040 0.315160 0.111970 -0.53 0.29 0.83 0.07
C 1.738384 -0.460252 -1.110615 0.32 -0.03 -0.01 -0.20
C -0.584080 1.682855 1.065788 0.55 -0.18 -0.29 -0.94
H -2.323907 -1.704201 0.021978 0.00 0.00 -0.04 0.28
H -3.612534 -0.888321 -0.734046 0.04 0.00 0.05 0.22
H 2.889452 -1.843425 0.054768 0.19 -0.02 -0.01 0.26
H 1.881105 -0.761121 0.987073 0.13 0.08 0.09 0.25
H -2.837204 1.201149 -0.006981 0.01 -0.03 -0.10 0.35
H 1.445555 0.595004 -1.109930 0.02 0.03 0.10 0.18
H 2.343500 -0.608566 -2.009783 -0.14 -0.10 -0.01 0.31
H 0.076853 2.159534 0.335840 -0.08 0.12 0.05 0.27
H -0.080696 -0.849870 -0.644133 0.23 -0.12 0.11 0.34
H 0.021848 1.511737 1.956173 -0.07 0.03 0.04 0.26
H -1.397396 2.361576 1.337374 -0.07 -0.03 -0.15 0.42
H 3.395145 -0.139987 0.298051 0.09 -0.01 -0.10 0.33
```
Positions in Å, forces in eV/Å.

HOMO energy in eV: -9.4045
Frontier orbital gap in eV: 10.395
Energy relative to the best compared isomer or geometry (same formula, charge and spin) in kJ/mol: 131.8
Molecular weight in Da: 104.15


# 2
A cluster of 8 separate species, C54H121N7O8 in total in a non-equilibrium geometry. Source: OMol25; level of theory: wB97M-V/def2-TZVPD.

The geometry in XYZ format:
```
190
Properties=species:S:1:pos:R:3:forces:R:3:mulliken_charge:R:1
O -1.989225 -5.217560 -2.532734 -0.10 -0.51 0.20 -0.30
O -1.732709 4.837967 4.005632 -0.59 -0.99 -0.27 -0.43
O 4.092445 -5.280498 0.881395 0.71 -0.76 0.14 -0.53
O -4.855434 6.042522 -1.136387 0.45 -0.78 0.20 -0.54
O -3.771044 -6.051885 2.782584 0.03 -0.58 0.33 -0.48
O 0.038324 7.943603 2.407745 2.23 0.39 -0.76 -0.24
O 1.470516 2.621686 -1.145823 -0.23 0.60 0.19 1.11
O 0.349070 0.527798 0.598691 0.46 0.53 -0.48 1.27
N -3.881859 5.030990 -0.887346 0.08 -1.32 1.16 0.74
N 4.131328 -3.883575 0.787934 -1.83 1.55 0.97 0.38
N -3.126879 -4.871726 3.193908 0.08 0.95 1.13 0.21
N -2.220306 -4.682018 -3.807971 -0.21 0.76 -1.87 0.12
N 1.176553 5.829453 3.675499 -0.68 -0.47 -0.83 -0.58
N 2.573457 2.165423 -1.858759 1.40 -1.32 -1.24 0.50
N 0.464935 3.155759 2.097145 1.23 0.03 -1.10 1.60
C -3.160043 -2.801365 -5.095252 -1.44 -1.47 -0.12 -1.47
C 3.023247 5.553405 2.046720 0.26 1.49 0.80 -1.13
C -3.204638 2.680449 -0.666991 0.32 -1.45 -0.80 -2.01
C -2.854950 -4.223537 0.822001 -1.24 0.95 0.26 -2.65
C -2.695448 -4.913440 4.677114 1.17 1.39 -1.50 1.62
C 3.890618 -3.276288 2.162497 0.33 1.15 0.43 2.58
C 0.998654 1.873842 2.588202 -2.59 -0.01 -1.21 0.73
C -2.155889 -4.454136 2.170895 -0.06 1.41 0.51 2.29
C -1.789387 -6.756962 -5.088026 0.65 0.72 0.15 -2.12
C 4.656278 1.094474 -3.476618 0.25 0.50 0.73 -0.76
C 4.267224 4.022779 -1.692913 0.16 -0.17 0.14 -1.84
C -3.855084 -5.175850 5.625612 0.55 -1.53 0.76 -1.61
C 3.954113 -1.712341 2.133957 0.84 -0.25 -0.58 -0.70
C -1.766705 -2.987636 2.694143 1.62 -0.02 -1.60 -0.31
C 5.101738 -1.184039 1.343319 1.21 -0.18 -0.56 -1.20
C -2.155499 5.931237 -2.361068 -0.43 0.30 -0.90 -1.89
C 5.184235 -1.858898 -0.028175 -0.22 -0.21 0.96 -1.13
C 4.990498 1.623259 -2.028079 -0.83 -0.36 -1.44 -0.65
C 3.601220 1.930219 -4.189346 -0.22 0.68 1.58 -1.28
C -1.699973 2.981722 -0.909204 -2.60 0.40 0.20 1.01
C 3.886041 2.569810 -1.376195 2.01 -0.85 -0.66 1.54
C -4.410954 3.396142 -2.730333 -0.66 -1.15 0.61 -1.92
C -4.097207 -6.437943 -4.251142 0.74 1.28 0.51 -1.56
C -1.679817 -2.373875 -3.245924 -1.18 -0.27 2.19 -1.68
C 4.090952 2.311895 0.105149 -2.27 1.45 0.91 0.07
C 6.657189 -3.922755 0.340834 -2.14 -0.12 -1.33 -1.79
C 2.032266 6.534598 2.739069 0.79 -0.55 0.44 0.53
C -2.343650 6.628521 0.065678 -0.48 0.68 0.31 -1.54
C 2.292952 2.148632 -3.320202 0.37 -0.52 -0.87 1.24
C -2.527987 5.521759 -0.942607 1.95 -1.91 0.13 2.30
C 2.451896 -3.513779 2.634584 0.16 -1.98 -0.16 -2.84
C 1.226011 7.406550 1.756392 0.16 -0.90 0.38 -0.57
C -4.131791 -3.365057 -2.878739 1.15 1.58 0.72 -1.42
C -3.171357 -5.007468 -6.102591 -0.63 0.16 -0.21 -1.41
C -2.815629 -3.342336 -3.676689 0.12 -0.35 -2.36 2.02
C -2.840096 -5.644927 -4.733156 0.12 -1.86 -0.72 1.65
C 4.874133 -3.664397 -1.548182 1.29 -2.45 0.05 -2.03
C 1.388760 0.893928 -3.539814 0.33 1.79 -0.02 -1.61
C -2.166288 -3.477953 5.077858 0.32 -0.49 0.17 -1.63
C -0.334364 -0.598264 0.139793 -1.06 -0.36 -0.32 -1.23
C 5.196610 -3.421607 -0.083765 0.84 1.73 1.67 1.78
C -2.455694 3.599847 3.826601 0.13 0.08 0.54 -0.53
C -1.183780 -2.836366 4.108060 -0.99 -1.32 -0.89 -0.23
C 0.195113 0.681267 1.967933 1.41 0.63 2.47 -0.98
C -1.521412 -5.903569 4.845489 -0.47 -0.36 0.73 -1.73
C -1.521296 4.385353 -0.427271 1.43 0.20 0.00 -1.13
C 0.349750 9.296072 2.776661 -2.32 0.10 -1.02 -0.92
C -5.588348 3.348120 -0.569031 -1.48 -0.32 0.70 -2.05
C 1.609131 3.460169 -3.828274 -0.32 -1.14 0.98 -1.51
C 0.865611 1.965911 4.083087 1.10 -1.82 0.66 -1.97
C -4.052268 -3.746159 -5.972658 2.43 -0.36 0.37 -0.70
C 4.923870 -3.805842 3.198873 0.86 0.41 -0.42 -1.94
C -4.285064 3.638517 -1.193938 1.64 1.01 -2.28 1.73
C -0.917097 -5.352885 1.900908 0.19 0.36 0.65 -1.30
H -4.990091 -5.873658 -4.518276 -0.24 -0.49 -0.15 0.29
H -5.581287 3.584637 0.496523 0.09 -0.22 0.13 0.38
H -1.354176 -0.587237 0.534675 -0.12 -0.18 0.27 0.39
H -1.418938 4.386103 0.659664 -0.65 0.19 0.16 0.11
H 3.725889 6.197321 1.513075 0.06 -0.23 -0.47 0.48
H 4.321241 4.200852 -2.766366 -0.06 0.06 0.04 0.36
H 2.020186 4.289503 -3.254292 -0.06 0.20 -0.33 0.31
H -5.017840 -4.050943 -5.572810 -0.10 0.54 -0.02 0.31
H 2.380372 -4.583515 2.851006 -0.29 -0.15 0.25 0.65
H -5.113425 6.138581 -0.215175 -0.61 0.67 -0.17 0.33
H 2.659958 7.079874 3.448837 0.23 0.91 -0.63 0.37
H 5.671656 -3.173195 -2.106395 -0.72 0.70 -0.45 0.41
H -3.443089 3.239530 -3.205238 -0.03 1.02 -0.31 0.28
H 1.677258 3.603267 -4.905908 0.27 -0.02 0.05 0.30
H 0.552268 3.354160 -3.578352 -0.11 0.41 -0.01 0.24
H -0.568931 -5.505277 4.500305 -0.22 -0.15 -0.50 0.27
H -0.246214 -3.396530 4.109065 0.05 -0.16 0.09 -0.22
H 6.153373 -1.565682 -0.432563 -0.41 0.27 -0.83 0.58
H -0.813392 -6.285655 -5.222349 0.07 0.11 -0.06 0.48
H -2.957527 6.446756 0.950093 -0.17 -0.21 -0.02 0.30
H -3.410175 -5.755855 6.438442 -0.02 -0.28 0.04 0.36
H -2.357308 5.539532 3.802832 0.11 0.17 0.03 0.31
H 1.188420 0.846310 -4.610442 -0.01 -0.54 0.00 0.51
H 0.742860 5.120279 3.093058 -0.17 -0.57 0.36 -0.07
H -5.056863 -3.577591 -3.411951 0.40 -0.90 -0.19 0.33
H 2.023292 1.584926 2.348592 0.30 1.14 -0.40 -0.23
H -2.989189 6.531265 -2.731512 0.12 0.33 -0.05 0.44
H 1.010874 1.792681 -0.977226 -0.18 0.02 0.62 -0.50
H -0.422813 3.417579 2.502828 0.09 -0.31 0.30 -0.38
H -3.465141 2.440284 0.365408 0.56 0.20 0.29 0.22
H 1.189097 9.472607 3.447221 -0.05 -0.33 0.06 0.28
H 5.222469 0.734012 -1.440603 -0.53 0.08 0.41 -0.28
H 5.006656 -0.098857 1.280658 -0.10 0.02 -0.47 0.19
H -0.601010 -5.371103 0.857716 -0.45 0.01 -0.15 0.26
H 4.068553 -1.270393 3.124671 -0.55 -0.47 0.31 0.80
H 7.130664 -3.366243 1.146434 -0.23 -0.01 -0.02 0.32
H -5.173299 4.048409 -3.155907 0.75 0.59 -0.39 0.35
H -4.315011 -2.317467 -2.623995 0.09 0.08 0.59 0.49
H 1.922320 0.049903 -3.106318 -0.32 -0.25 -0.28 0.31
H -0.852483 0.740601 2.272763 -0.20 -0.09 -0.10 0.06
H -4.857765 2.413382 -2.908244 -0.17 -0.25 0.39 0.50
H -1.639076 -2.432519 -2.154311 -0.03 0.36 0.24 -0.18
H -2.225839 -2.719341 -5.650617 -0.06 0.63 -0.02 0.44
H -4.240309 -4.343300 6.212813 -0.35 0.40 -0.88 0.37
H -1.752392 2.776093 3.715770 0.15 0.24 -0.32 0.11
H -1.793013 -6.860691 4.399202 0.29 0.04 -0.32 0.32
H -4.609792 -5.851645 5.224682 -0.21 0.39 -0.13 0.35
H -1.625040 -3.649012 6.010908 -0.34 0.13 0.37 0.48
H 5.267789 4.175597 -1.286392 -0.01 0.30 0.03 0.49
H -6.435576 3.895225 -0.984803 0.24 0.28 -0.25 0.41
H 0.407840 9.879872 1.855031 0.81 0.08 -0.08 0.39
H 7.220068 -3.816302 -0.586520 0.48 -0.34 0.25 0.51
H -3.761002 -3.620543 0.936285 0.08 0.45 0.57 0.61
H 2.202142 -3.003497 3.564081 0.24 0.22 -0.09 0.36
H -2.023790 -7.228777 -6.042411 -0.25 -0.01 0.06 0.48
H -1.981142 -1.363843 -3.522416 0.31 0.09 0.04 0.38
H -4.076443 -6.490332 -3.162089 0.02 -0.30 0.01 0.23
H 1.294096 2.930254 4.351237 -0.68 0.07 0.54 0.31
H -1.176713 -5.704034 -2.702236 0.18 -0.05 0.44 0.30
H -0.054051 -4.932973 2.419985 0.04 -0.24 0.25 0.08
H 1.679159 -3.336709 1.885721 0.22 0.44 -0.18 0.55
H 0.140906 -1.536493 0.431538 0.17 -0.01 -0.02 0.27
H 3.825861 -3.575495 -1.826400 0.17 0.92 0.03 0.35
H 3.167163 -5.536303 0.931306 -0.15 0.24 -0.25 0.36
H 3.349137 1.509006 -5.162087 -0.19 0.06 0.05 0.51
H -1.227929 6.481486 -2.521598 0.04 0.13 0.52 0.38
H 5.089196 2.465033 0.511332 0.17 -0.39 -0.49 0.63
H -0.865884 -1.815622 4.320833 -0.50 0.14 0.14 0.48
H -5.849014 2.301201 -0.730157 0.14 -0.12 0.27 0.40
H 5.960205 2.120330 -2.078781 -0.20 0.53 0.09 0.55
H -3.140799 3.630646 2.978859 0.10 0.02 -0.14 0.13
H -3.672869 -5.745524 -6.732470 -0.28 -0.32 0.38 0.42
H 0.323932 3.123715 1.095553 0.18 0.05 -0.14 -0.90
H 1.473592 1.189787 4.558239 0.64 0.11 -0.11 0.62
H -1.081677 -6.369694 2.254126 0.02 0.02 -0.17 0.32
H 6.447426 -4.961668 0.594117 0.83 -0.13 0.09 0.44
H 3.614985 5.159344 2.873942 -0.06 -0.49 -0.13 0.41
H -0.073192 1.615563 4.514680 -0.61 1.11 -0.28 0.38
H -3.034992 -2.847889 5.267295 0.10 0.17 -0.09 0.42
H 3.489556 3.097066 0.572679 0.08 0.07 0.45 -0.94
H -3.015097 3.298272 4.714522 -0.23 0.42 0.16 0.35
H -4.003085 -7.429889 -4.687732 -0.66 0.04 0.03 0.52
H 4.282432 -1.614324 -0.591566 0.34 0.68 -0.40 0.14
H -4.673380 -5.743018 2.664665 -0.12 -0.22 -0.08 0.36
H -1.407439 2.928110 -1.959755 -0.39 -0.11 -0.21 -0.30
H 3.992218 2.937812 -4.338091 0.22 -0.07 -0.34 0.48
H 0.407105 6.471197 3.825079 -0.17 -0.03 0.56 0.42
H -0.493437 -0.565684 -0.938635 0.58 0.13 -0.10 0.08
H 5.920546 -3.471902 2.903209 0.01 0.02 -0.35 0.34
H -4.103550 -3.269231 -6.951265 -0.59 -0.09 -0.01 0.38
H -0.619304 9.653131 3.130350 0.33 0.17 0.93 0.27
H -0.648480 -2.604438 -3.507172 -0.36 -0.27 -0.86 0.51
H 0.437850 1.103100 -3.047057 -0.10 -0.42 0.16 0.07
H 0.732139 -0.078042 2.548117 -0.61 -1.21 -0.36 0.09
H -1.332482 6.665207 0.468779 0.12 0.40 -0.46 -0.13
H -1.635574 -7.560423 -4.366208 -0.37 0.11 0.29 0.41
H -3.323753 -5.035599 0.266120 1.08 -0.67 0.07 0.55
H 6.080249 -1.284925 1.819993 -0.04 -0.40 0.38 0.58
H -0.941695 -2.628778 2.070438 0.21 -0.38 -0.43 -0.57
H 3.575805 1.420191 0.463023 0.50 -0.42 -0.29 -0.44
H 3.579566 4.735103 -1.235477 -0.05 0.00 0.01 0.20
H 4.344181 0.050411 -3.436051 0.00 -0.03 0.05 0.27
H -1.315006 -6.146227 5.890137 -0.33 0.21 0.23 0.50
H 5.094121 -4.702889 -1.815699 -0.07 -0.35 0.25 0.50
H 4.890031 -3.381112 4.203186 -0.84 -0.08 0.06 0.43
H 5.604456 1.144733 -4.013303 -0.13 -0.26 -0.35 0.44
H -2.198261 -3.595501 0.219206 0.11 -0.43 -0.38 0.34
H 1.855285 8.171686 1.298526 -0.12 0.41 0.28 0.54
H -2.112601 5.105348 -3.072890 0.03 -0.36 0.32 0.28
H -2.517293 -2.270945 2.357597 -0.64 -0.19 0.83 0.54
H 3.091632 -1.263789 1.636323 -0.52 -0.39 0.25 -0.46
H -3.277375 1.733595 -1.209228 -0.96 -0.20 0.08 0.62
H 0.986577 6.758513 0.910222 -0.76 -0.10 0.10 0.00
H 5.026120 -4.889242 3.252871 -0.50 -0.02 -0.02 0.34
H -3.923399 -3.938569 -1.976285 -0.69 -0.05 0.07 0.03
H -1.136234 2.189449 -0.417090 0.22 0.40 0.35 -0.35
H 2.647050 4.754232 1.411824 -0.40 0.24 0.14 -0.34
H -0.483372 4.524584 -0.745550 0.02 1.40 -0.11 0.34
H -2.284282 -4.826845 -6.713170 0.35 0.48 0.43 0.49
H -2.695433 7.570201 -0.357292 0.37 0.23 0.14 0.46
H -3.726356 -1.881403 -4.948305 0.58 0.40 -0.07 0.60
```
Positions in Å, forces in eV/Å.

HOMO energy in eV: -8.0115
Frontier orbital gap in eV: 8.368
Energy relative to the best compared isomer or geometry (same formula, charge and spin) in kJ/mol: 0.0
Molecular weight in Da: 996.60